{
  "formula": "C33H33BCl2N8O2S2Zr",
  "method": "the ωB97M-V functional and the def2-TZVPD basis",
  "total_energy_ev": -99440.4902,
  "lumo_energy_ev": -5.964,
  "e_homo_ev": -13.16,
  "total_charge": 2,
  "relative_energy_ev": 0.360,
  "symbols": ["Zr", "C", "N", "C", "C", "C", "C", "C", "C", "N", "C", "C", "C", "C", "C", "C", "N", "C", "C", "C", "C", "C", "N", "H", "H", "H", "H", "H", "H", "H", "H", "H", "H", "H", "H", "H", "H", "H", "H", "H", "H", "Cl", "C", "C", "C", "Cl", "C", "O", "C", "C", "O", "C", "H", "H", "H", "C", "N", "C", "C", "N", "B", "N", "C", "C", "N", "C", "C", "S", "C", "S", "H", "H", "H", "H", "H", "H", "H", "H", "H", "H", "H", "H"],
  "positions_angstrom": [[0.16498, -0.17394, 0.45451], [2.69851, 1.14408, -1.16508], [1.66168, 0.10631, -1.42043], [2.29379, -1.22441, -1.62223], [3.04856, -1.60725, -0.38213], [4.15425, -2.43686, -0.42112], [4.84452, -2.68095, 0.75547], [4.42614, -2.05191, 1.91729], [3.30588, -1.24414, 1.86511], [2.60141, -1.04284, 0.74675], [0.89395, 0.47168, -2.63107], [-0.30126, -0.41706, -2.77552], [-0.82386, -0.75211, -4.00751], [-1.90103, -1.62709, -4.06104], [-2.39482, -2.15100, -2.88308], [-1.82690, -1.75466, -1.68554], [-0.81174, -0.88582, -1.62603], [2.45569, 2.01764, 0.04152], [3.20360, 3.17142, 0.21037], [3.03048, 3.93406, 1.35239], [2.11269, 3.52003, 2.30541], [1.40520, 2.36142, 2.07180], [1.57181, 1.61905, 0.96686], [2.81238, 1.77591, -2.04811], [3.66232, 0.65453, -1.01752], [2.96439, -1.19570, -2.48710], [1.50872, -1.95615, -1.82595], [4.47753, -2.87065, -1.35801], [5.71219, -3.32688, 0.75899], [4.95930, -2.17897, 2.84846], [2.96490, -0.72013, 2.74732], [1.53039, 0.40983, -3.51985], [0.57617, 1.50459, -2.50229], [-0.38099, -0.35335, -4.91064], [-2.32854, -1.90976, -5.01386], [-3.21614, -2.85277, -2.87716], [-2.19660, -2.12502, -0.74111], [3.91529, 3.46644, -0.54967], [3.60441, 4.83957, 1.49622], [1.94426, 4.08516, 3.21039], [0.67978, 1.99281, 2.78534], [0.93337, -6.54244, 4.35362], [0.72205, -5.23698, 3.24905], [0.59675, -5.51390, 1.87861], [0.41969, -4.49532, 0.97420], [0.27686, -4.84083, -0.71500], [0.35199, -3.15238, 1.38666], [0.12765, -2.21602, 0.49908], [0.51357, -2.88897, 2.76332], [0.56194, -1.55888, 3.27276], [0.54809, -0.50209, 2.61268], [0.68218, -3.94276, 3.68829], [0.63609, -6.53805, 1.53209], [0.65652, -1.45733, 4.35988], [0.78845, -3.72340, 4.74326], [-2.58057, 1.47532, 3.90894], [-3.24548, 1.65679, 2.62993], [-4.11708, 2.68292, 2.32747], [-4.52732, 2.47844, 1.05588], [-3.90385, 1.34543, 0.58178], [-4.10323, 0.74432, -0.83769], [-3.18117, 1.54196, -1.85814], [-3.65423, 1.83188, -3.11849], [-2.74907, 2.61259, -3.74623], [-1.70821, 2.79282, -2.86509], [-0.60065, 3.70376, -3.11932], [-1.98624, 2.12166, -1.71736], [-0.88352, 2.13969, -0.36297], [-3.12775, 0.86250, 1.55050], [-2.17221, -0.57843, 1.48874], [-3.17315, 1.95949, 4.68018], [-1.58403, 1.91624, 3.89274], [-2.50332, 0.41384, 4.12739], [-4.38028, 3.43747, 3.04685], [-5.22472, 3.03112, 0.45241], [-5.23125, 0.95773, -1.18729], [-3.82470, -0.41798, -0.82868], [-4.61498, 1.47640, -3.44451], [-2.75924, 3.07345, -4.71817], [-0.01527, 3.35701, -3.96991], [0.02338, 3.76181, -2.23203], [-0.99034, 4.69600, -3.33761]],
  "mulliken_charge": [-0.97, -1.93, 1.53, -1.18, 0.45, -1.07, -0.56, -1.22, -0.54, 1.14, -1.56, 0.81, -1.18, -0.75, -1.06, -1.11, 2.22, 0.89, -1.00, -0.59, -0.97, -0.39, 1.08, 0.75, 0.44, 0.73, 0.45, 0.57, 0.51, 0.51, 0.73, 0.66, 0.22, 0.58, 0.50, 0.55, 0.68, 0.58, 0.47, 0.51, 0.16, -0.17, 0.01, -0.50, 0.31, -0.19, -0.48, 1.39, 1.53, -0.96, -0.55, -1.32, 0.51, 0.32, 0.49, -0.81, 0.23, -0.61, -0.49, 0.29, 0.28, 0.18, -0.66, -0.67, 0.44, -0.97, -0.13, -0.38, -0.02, -0.62, 0.38, 0.22, 0.34, 0.51, 0.53, -0.18, -0.08, 0.59, 0.55, 0.36, 0.32, 0.39]
}

{
  "formula": "C33H33Br4N9O3PTi",
  "method": "the ωB97M-V functional and the def2-TZVPD basis",
  "total_energy_ev": -366889.5367,
  "lumo_energy_ev": [4.030, 4.030],
  "e_homo_ev": [0.51, -2.08],
  "multiplicity": 2,
  "total_charge": -2,
  "relative_energy_ev": 0.000,
  "symbols": ["Ti", "Br", "C", "C", "Br", "C", "Br", "C", "O", "C", "O", "C", "Br", "O", "C", "C", "C", "C", "C", "C", "C", "N", "C", "C", "N", "H", "H", "H", "H", "H", "H", "H", "C", "N", "C", "N", "C", "N", "C", "P", "C", "C", "H", "H", "H", "H", "H", "H", "H", "H", "H", "H", "H", "H", "C", "C", "C", "C", "C", "C", "C", "C", "N", "H", "H", "H", "H", "H", "H", "H", "H", "H", "N", "C", "C", "N", "C", "C", "N", "H", "H", "H", "H", "H"],
  "positions_angstrom": [[-0.48918, -0.09009, 0.26097], [-2.88068, 1.25969, -6.13504], [-2.76998, 0.79247, -4.30111], [-3.90487, 0.48445, -3.57726], [-5.61305, 0.52324, -4.39921], [-3.79862, 0.13852, -2.21761], [-5.30749, -0.30757, -1.16556], [-2.56826, 0.10308, -1.57470], [-2.38642, -0.22859, -0.32952], [-1.38620, 0.42294, -2.33008], [-0.25005, 0.35370, -1.69060], [-1.51346, 0.75823, -3.66960], [0.09710, 1.15364, -4.58731], [-0.87635, 0.02133, 2.22369], [-0.48424, 0.48324, 3.35809], [-1.14484, 0.11494, 4.55450], [-0.73550, 0.59870, 5.77845], [0.35207, 1.46734, 5.88328], [1.01176, 1.83953, 4.72521], [0.60983, 1.37473, 3.47419], [1.29190, 1.80844, 2.26098], [1.37216, 1.16428, 1.10850], [2.12839, 1.96425, 0.27449], [2.50473, 3.09064, 0.92546], [1.97656, 2.97735, 2.19193], [-1.98701, -0.55977, 4.46558], [-1.26696, 0.29212, 6.67337], [0.68048, 1.83651, 6.84637], [1.87349, 2.49647, 4.79100], [2.30526, 1.68502, -0.74986], [3.02069, 3.97450, 0.59594], [1.86571, 3.73115, 2.84640], [5.48711, -2.76505, -1.32242], [4.23725, -3.48866, -1.13539], [4.12903, -3.87965, 0.26984], [4.26343, -2.77051, 1.21261], [5.51284, -2.07462, 0.93804], [5.66459, -1.61168, -0.44175], [4.66816, -0.56956, -0.74519], [2.88088, -1.08506, -0.55790], [3.08301, -2.66391, -1.52748], [3.11313, -1.85798, 1.11410], [5.54715, -2.42709, -2.36024], [6.31287, -3.45924, -1.13307], [4.92708, -4.59964, 0.48107], [3.16238, -4.36378, 0.42835], [6.33882, -2.76178, 1.15113], [5.59105, -1.21440, 1.60755], [4.82657, -0.21733, -1.76948], [4.84770, 0.28416, -0.08321], [3.16189, -2.41436, -2.58984], [2.17772, -3.26039, -1.40532], [2.20081, -2.39996, 1.35755], [3.21606, -1.05773, 1.85293], [-0.43944, -3.00698, -2.24736], [-0.17243, -3.81037, -1.00866], [-0.03504, -5.18795, -1.04973], [0.18975, -5.92501, 0.10957], [0.25305, -5.26361, 1.32526], [0.11896, -3.88049, 1.41264], [0.14596, -3.20010, 2.75506], [-0.06205, -3.12865, 0.23138], [-0.11527, -1.76643, 0.23924], [-0.35305, -3.62637, -3.14237], [0.23916, -2.15371, -2.32408], [-1.44346, -2.57482, -2.21607], [-0.10540, -5.69317, -2.00833], [0.30465, -7.00186, 0.06267], [0.40519, -5.82965, 2.24031], [-0.61837, -3.62196, 3.41325], [-0.04926, -2.13523, 2.64816], [1.11232, -3.33104, 3.25238], [0.20140, 5.39945, -1.15215], [-0.39144, 4.49140, -0.23874], [-0.52292, 3.16665, -0.57029], [-1.05783, 2.23130, 0.29594], [-1.59433, 2.80864, 1.41117], [-1.45846, 4.13132, 1.71539], [-0.77938, 5.03894, 0.93234], [0.89133, 4.96360, -1.74705], [0.58978, 6.18145, -0.64275], [-0.14861, 2.79979, -1.52013], [-2.13012, 2.15026, 2.08463], [-1.89268, 4.51197, 2.63516]],
  "mulliken_charge": [0.37, -0.24, 0.41, 0.29, -0.23, 0.11, -0.20, 0.32, -0.40, -0.21, 0.23, -0.06, -0.26, -0.02, 0.12, -0.70, -0.47, -0.85, -0.59, 0.26, -0.33, 0.96, -0.37, -1.64, 0.15, 0.43, 0.39, 0.37, 0.42, 0.64, 0.42, 0.34, -0.96, 0.10, -0.83, 0.17, -1.04, 0.10, -1.43, 1.38, -0.90, -0.29, 0.42, 0.34, 0.27, 0.31, 0.31, 0.42, 0.47, 0.37, 0.48, 0.00, -0.54, 0.54, -1.08, 0.72, -0.53, -0.95, -0.63, 1.08, -1.63, 0.10, -0.17, 0.43, 0.09, 0.19, 0.37, 0.32, 0.37, 0.47, -0.14, 0.27, -0.61, 0.24, -0.47, 0.65, -0.73, -0.76, -0.87, 0.26, 0.31, 0.17, 0.77, 0.35]
}